{
  "formula": "AlB2H8",
  "method": "ωB97M-V/def2-TZVPD",
  "e_above_lowest_kj_mol": 0.0,
  "homo_ha": -0.62197,
  "total_charge": 1,
  "multiplicity": 1,
  "homo_lumo_gap_ev": 7.5,
  "species": ["Al", "B", "H", "H", "H", "H", "B", "H", "H", "H", "H"],
  "positions_angstrom": [[0.458, -0.193, 0.000], [-0.693, -1.314, 1.834], [-1.376, -0.847, 2.527], [-1.043, -1.174, 0.823], [0.299, -0.894, 1.897], [-0.616, -2.369, 2.047], [0.607, 1.361, -1.836], [1.269, 1.666, -1.040], [-0.380, 1.399, -1.401], [0.665, 2.013, -2.693], [0.807, 0.352, -2.159]],
  "forces_ev_per_angstrom": [[-1.9713, 1.4005, -0.6519], [-0.2619, -0.1552, 0.0350], [-2.0274, 2.7252, 1.8318], [-2.4739, 0.5010, -5.7446], [5.8976, 2.4432, 0.8559], [1.0120, -3.6823, -0.1860], [-0.5741, -2.2266, 3.4492], [3.5335, 1.6501, 3.5530], [-4.6843, 0.1674, 1.7381], [0.4709, 2.2208, -3.0814], [1.0790, -5.0440, -1.7991]]
}

{
  "formula": "AlBH10O3",
  "method": "ωB97M-V/def2-TZVPD",
  "e_above_lowest_kj_mol": 741.6,
  "homo_ha": -0.72038,
  "total_charge": 2,
  "multiplicity": 1,
  "homo_lumo_gap_ev": 3.7,
  "species": ["Al", "B", "H", "H", "H", "H", "O", "H", "H", "O", "H", "H", "O", "H", "H"],
  "positions_angstrom": [[-0.658, -0.440, 0.006], [0.597, 1.273, 2.771], [0.582, 0.392, 3.393], [-0.202, 1.188, 2.052], [0.583, 2.216, 3.296], [1.537, 1.276, 2.241], [1.179, -2.172, -1.561], [1.921, -2.742, -1.360], [0.841, -2.502, -2.393], [-1.521, -2.066, -2.272], [-2.037, -2.013, -3.076], [-1.082, -2.915, -2.325], [-0.670, 2.467, -0.355], [-1.043, 3.274, -0.709], [-0.028, 2.762, 0.291]],
  "forces_ev_per_angstrom": [[0.4561, -0.1878, -1.0647], [-4.0967, -5.9494, -2.2488], [-1.5641, -2.3536, 4.0950], [-2.5103, -0.4366, -2.6057], [2.6003, 5.1037, 3.5519], [5.2377, 3.5137, -3.1167], [-0.5512, 0.7341, 0.6032], [0.4938, -0.2307, 0.3782], [-0.0627, 0.1390, -0.4419], [0.4142, 0.6139, 0.8580], [-0.5073, 0.3210, -0.3514], [-0.0627, -0.4786, 0.2300], [0.5960, -1.3941, 0.1466], [-0.7342, 0.3846, -0.3612], [0.2910, 0.2209, 0.3274]]
}

{
  "formula": "AlBH14O5",
  "method": "ωB97M-V/def2-TZVPD",
  "homo_ha": [-0.49198, -0.49023],
  "total_charge": 1,
  "multiplicity": 2,
  "s_squared": 0.7533,
  "homo_lumo_gap_ev": [10.3, 5.4],
  "species": ["Al", "B", "H", "H", "H", "H", "O", "H", "H", "O", "H", "H", "O", "H", "H", "O", "H", "H", "O", "H", "H"],
  "positions_angstrom": [[0.562, -0.812, 0.798], [0.486, 2.557, 1.359], [1.226, 1.839, 1.676], [0.723, 3.521, 1.783], [0.520, 2.627, 0.282], [-0.495, 2.331, 1.746], [0.235, -3.769, 1.103], [0.854, -4.496, 1.043], [-0.624, -4.188, 1.152], [-1.935, 0.831, 0.550], [-2.766, 0.496, 0.886], [-2.061, 1.778, 0.495], [-1.353, -2.349, -0.884], [-1.310, -3.292, -1.044], [-1.647, -1.978, -1.716], [-0.061, 0.324, -1.872], [-0.740, 0.925, -2.179], [0.516, 0.207, -2.627], [2.528, 0.871, -0.594], [2.369, 0.876, -1.538], [2.973, 1.700, -0.420]],
  "forces_ev_per_angstrom": [[-0.2585, 0.1481, -0.5251], [1.3615, -4.5338, -2.8299], [2.3547, -2.6519, 1.2202], [-0.4554, 5.4340, 2.3019], [0.7118, 1.2109, -3.7852], [-4.0125, 0.5616, 3.2930], [0.0696, 0.3703, -0.1040], [0.3160, -0.2093, 0.0484], [-0.3199, -0.0757, 0.1536], [0.4020, -0.2578, -0.1389], [-0.3132, -0.2332, 0.1706], [-0.0228, 0.3848, -0.0951], [0.1397, 0.2583, 0.3346], [0.1251, -0.3041, 0.0275], [-0.0815, 0.2954, -0.2258], [0.1036, -0.2855, 0.2537], [-0.3058, 0.2347, 0.0559], [0.1050, -0.1373, -0.3266], [-0.0483, -0.4889, 0.1339], [-0.0224, 0.0401, -0.1826], [0.1513, 0.2393, 0.2200]]
}

{
  "formula": "AlBH22O9",
  "method": "ωB97M-V/def2-TZVPD",
  "e_above_lowest_kj_mol": 198.3,
  "homo_ha": -0.64814,
  "total_charge": 2,
  "multiplicity": 1,
  "homo_lumo_gap_ev": 3.0,
  "species": ["Al", "B", "H", "H", "H", "H", "O", "H", "H", "O", "H", "H", "O", "H", "H", "O", "H", "H", "O", "H", "H", "O", "H", "H", "O", "H", "H", "O", "H", "H", "O", "H", "H"],
  "positions_angstrom": [[3.105, 0.201, 1.188], [0.166, -0.503, 0.336], [0.330, -0.886, 1.406], [1.002, -1.038, -0.300], [-0.914, -0.785, 0.100], [0.336, 0.629, 0.203], [-4.089, -0.216, -0.969], [-3.305, -0.162, -0.406], [-3.982, 0.508, -1.608], [1.893, 2.832, -0.292], [1.119, 2.807, -0.864], [2.034, 3.772, -0.113], [2.599, 0.513, -1.803], [2.207, 1.133, -2.430], [2.412, -0.356, -2.175], [1.036, 1.696, 2.750], [0.256, 1.310, 3.169], [1.226, 2.491, 3.268], [-0.824, 0.431, -2.133], [-0.281, 0.405, -1.318], [-1.120, -0.486, -2.273], [2.928, -2.523, 0.005], [3.173, -3.043, -0.774], [2.504, -3.159, 0.600], [-2.123, 1.571, 0.712], [-1.991, 2.532, 0.767], [-1.341, 1.230, 0.259], [-0.636, -2.720, -1.284], [0.108, -2.757, -1.905], [-0.428, -1.982, -0.654], [-2.333, -1.339, 2.495], [-3.259, -1.215, 2.228], [-1.807, -0.891, 1.817]],
  "forces_ev_per_angstrom": [[-0.4682, 0.3147, -0.5259], [-2.2280, 0.9894, 2.7319], [0.7740, -0.7604, 1.3369], [2.4300, -0.9810, -1.3078], [-1.3089, -0.4370, -0.6764], [0.8131, 1.5450, -0.6684], [0.3620, 0.0430, -0.0545], [-0.0785, 0.1595, 0.0089], [-0.1496, -0.0404, 0.0214], [0.0122, -0.1152, 0.1094], [0.0437, 0.1022, -0.0246], [0.0476, -0.0612, 0.0514], [-0.2803, -0.4505, 0.4232], [0.2404, 0.1450, -0.0023], [0.2440, 0.0447, -0.2138], [0.0236, -0.1688, -0.2714], [0.1112, -0.0565, 0.0619], [0.1507, -0.0842, -0.0063], [0.2831, -0.1018, 0.1904], [-0.3559, -0.0289, -0.7720], [-0.2038, 0.1503, 0.0067], [-0.5024, 0.3453, 0.0052], [0.2713, 0.0012, 0.0859], [0.1148, -0.0637, 0.0129], [0.1088, -0.2304, 0.0226], [-0.1875, -0.0572, 0.1025], [-0.0027, 0.1681, -0.1583], [0.5986, 0.3964, 0.2429], [-0.2336, -0.2073, -0.1593], [-0.5260, -0.6458, -0.6717], [0.0153, 0.1685, -0.2407], [0.0124, -0.1469, 0.1471], [-0.1311, 0.0638, 0.1925]]
}